2 unconnected molecules or ions with the total composition C32H31FN in a non-equilibrium geometry, computed with wB97M-V/def2-TZVPD.

Each atom is followed by the atoms it is bonded to, with distances in Å.
Geometry (Å):
1 C -3.82194 -1.99952 1.49922  C2 1.400, C20 1.402, H21 1.091
2 C -2.42783 -1.90751 1.41707  C1 1.400, C3 1.388, H22 1.089
3 C -1.81611 -0.74400 0.97227  C2 1.388, C4 1.414, H23 1.093
4 C -2.59944 0.33935 0.51124  C3 1.414, C5 1.450, C19 1.417
5 C -2.02918 1.48191 -0.17600  C4 1.450, C6 1.380, H24 1.090
6 C -1.13489 1.43662 -1.22654  C5 1.380, N7 1.391, C13 1.489
7 N -0.74469 2.58240 -1.91153  C6 1.391, C8 1.458, C12 1.467
8 C -1.21492 3.87178 -1.42019  N7 1.458, C9 1.532, H25 1.106, H26 1.097
9 C -0.46370 5.06408 -2.02233  C8 1.532, C10 1.522, H27 1.095, H28 1.096
10 C -0.42440 5.03652 -3.54344  C9 1.522, C11 1.525, H29 1.096, H30 1.095
11 C 0.02853 3.67916 -4.07037  C10 1.525, C12 1.529, H31 1.096, H32 1.096
12 C -0.56936 2.46189 -3.36337  N7 1.467, C11 1.529, H33 1.096, H34 1.108
13 C -0.58339 0.13976 -1.70738  C6 1.489, C14 1.403, C18 1.406
14 C -1.43248 -0.92499 -2.04657  C13 1.403, C15 1.394, H35 1.094
15 C -0.90668 -2.13049 -2.50745  C14 1.394, C16 1.398, H36 1.091
16 C 0.47959 -2.29429 -2.59123  C15 1.398, C17 1.397, H37 1.091
17 C 1.32871 -1.22588 -2.29061  C16 1.397, C18 1.392, H38 1.091
18 C 0.80687 -0.01062 -1.85662  C13 1.406, C17 1.392, H39 1.095
19 C -3.99735 0.28873 0.73681  C4 1.417, C20 1.390, H40 1.093
20 C -4.60513 -0.88467 1.16809  C1 1.402, C19 1.390, H41 1.091
21 H -4.27954 -2.93264 1.83031  C1 1.091
22 H -1.82233 -2.76440 1.71031  C2 1.089
23 H -0.72708 -0.65624 0.96419  C3 1.093
24 H -2.47622 2.44283 0.08056  C5 1.090
25 H -2.29288 3.99199 -1.63891  C8 1.106
26 H -1.08383 3.89780 -0.33134  C8 1.097
27 H -0.95370 5.97878 -1.67227  C9 1.095
28 H 0.55839 5.07614 -1.62561  C9 1.096
29 H -1.41727 5.27264 -3.94353  C10 1.096
30 H 0.26859 5.80606 -3.89919  C10 1.095
31 H -0.22626 3.59031 -5.13233  C11 1.096
32 H 1.12119 3.61492 -4.00890  C11 1.096
33 H 0.08908 1.61173 -3.57421  C12 1.096
34 H -1.54656 2.23464 -3.83281  C12 1.108
35 H -2.51357 -0.80368 -1.93566  C14 1.094
36 H -1.58039 -2.93822 -2.79773  C15 1.091
37 H 0.90182 -3.25440 -2.89109  C16 1.091
38 H 2.41062 -1.33027 -2.38916  C17 1.091
39 H 1.47296 0.81870 -1.59634  C18 1.095
40 H -4.59219 1.17517 0.50120  C19 1.093
41 H -5.69190 -0.94097 1.24269  C20 1.091
42 F 5.69448 0.16931 2.01429  C43 1.376
43 C 4.84514 -0.70510 1.37552  F42 1.376, C44 1.394, C55 1.388
44 C 5.32065 -1.35786 0.23974  C43 1.394, C45 1.404, H56 1.088
45 C 4.46011 -2.28678 -0.36642  C44 1.404, C46 1.385, H57 1.092
46 C 3.16541 -2.45985 0.09276  C45 1.385, C47 1.430, H58 1.091
47 C 2.65917 -1.74982 1.22613  C46 1.430, C48 1.424, C55 1.426
48 C 1.30117 -1.95084 1.60421  C47 1.424, C49 1.434, H59 1.098
49 C 0.79225 -1.96713 2.94429  C48 1.434, C50 1.430, C54 1.423
50 C -0.08559 -3.02812 3.33020  C49 1.430, C51 1.386, H60 1.094
51 C -0.65122 -3.08730 4.59381  C50 1.386, C52 1.401, H61 1.093
52 C -0.30614 -2.13245 5.55990  C51 1.401, C53 1.402, H62 1.091
53 C 0.62994 -1.13835 5.24001  C52 1.402, C54 1.393, H63 1.092
54 C 1.12162 -1.00938 3.94316  C49 1.423, C53 1.393, H64 1.088
55 C 3.58920 -0.92433 1.92449  C43 1.388, C47 1.426, H65 1.082
56 H 6.32813 -1.17452 -0.12814  C44 1.088
57 H 4.82307 -2.87268 -1.21395  C45 1.092
58 H 2.50575 -3.17873 -0.39604  C46 1.091
59 H 0.64394 -2.32754 0.80942  C48 1.098
60 H -0.29102 -3.81992 2.60431  C50 1.094
61 H -1.35881 -3.88378 4.83667  C51 1.093
62 H -0.74328 -2.18123 6.55879  C52 1.091
63 H 0.97008 -0.44504 6.01237  C53 1.092
64 H 1.75198 -0.16157 3.68394  C54 1.088
65 H 3.34281 -0.47810 2.87926  C55 1.082

Relative energy (zero: lowest compared OMol25 entry of this formula, charge and spin) (kcal per mole): 0.0
Gap between HOMO and LUMO (eV): 3.413
Net charge: +1
LUMO level (eV): -6.1
Largest force on an atom (eV/A): 1.69
E (eV): -37886.4156
2S+1: 1

Results of the Mulliken charge analysis, in e, for atoms 1 through 2: number 1, C, carries -0.8253; number 2, C, carries -0.2304